{
  "formula": "C3H7NO",
  "method": "ωB97M-V/def2-TZVPD",
  "species": ["C", "C", "H", "H", "H", "H", "C", "N", "O", "H", "H", "H"],
  "xyz": [[-2.823746, -0.045936, 0.969926], [-1.671111, 0.611353, 0.882682], [-2.800141, -1.116430, 0.799920], [-3.787780, 0.449545, 0.999787], [-0.800806, 0.346899, 0.291682], [-1.553362, 1.621444, 1.275544], [1.663635, -0.231606, -0.591438], [2.977901, -0.452120, -0.920447], [1.259686, 0.853456, -0.253992], [0.977430, -1.095744, -0.578286], [3.344557, 0.342497, -1.430796], [3.213734, -1.283362, -1.444584]],
  "atomic_forces_ev_per_a": [[0.6, -0.3, -0.8], [-0.1, 1.1, -0.1], [-0.4, 0.0, -0.6], [0.1, -0.1, 1.1], [0.2, -0.9, 0.9], [-0.5, 0.2, -0.5], [-0.2, 0.1, 0.5], [0.1, 0.0, -1.1], [0.0, 0.2, -0.3], [0.4, -0.2, 0.0], [0.3, 0.3, 0.5], [-0.3, -0.3, 0.3]],
  "multiplicity": 1,
  "relative_energy_ev": 2.048,
  "smiles": "NC=O.C=C"
}

{
  "formula": "C44H52AlO10S2",
  "method": "ωB97M-V/def2-TZVPD",
  "species": ["C", "C", "C", "C", "C", "C", "C", "C", "C", "C", "C", "Al", "S", "C", "S", "C", "C", "H", "H", "H", "H", "H", "H", "H", "H", "H", "H", "H", "H", "H", "H", "H", "H", "H", "H", "H", "H", "H", "H", "H", "H", "H", "H", "H", "H", "H", "H", "H", "H", "C", "C", "C", "O", "C", "C", "C", "O", "H", "H", "H", "H", "C", "C", "C", "O", "C", "C", "C", "O", "H", "H", "H", "H", "C", "C", "C", "O", "C", "C", "C", "O", "H", "H", "H", "H", "C", "C", "C", "O", "C", "C", "C", "O", "H", "H", "H", "H", "C", "C", "C", "O", "C", "C", "C", "O", "H", "H", "H", "H"],
  "xyz": [[-1.426491, 6.075327, 2.690549], [-1.558858, 5.035552, 1.574122], [-0.779940, 3.731651, 1.791333], [-0.892622, 3.083901, 3.170069], [-2.327022, 2.698214, 3.542918], [-2.608897, 2.493363, 5.041760], [-2.552450, 1.048030, 5.595994], [-1.667972, 0.032102, 4.853841], [-1.040362, -1.031732, 5.766533], [-1.040141, -2.448451, 5.177340], [-0.047319, -2.748625, 4.026399], [0.962695, -1.350305, 3.021360], [2.639698, -2.589553, 2.017994], [-0.019490, -0.515436, 1.469474], [-0.361933, -1.684602, 0.150840], [-1.565405, -0.723450, -0.800851], [-2.981351, -0.717966, -0.216002], [-0.512212, 6.667065, 2.579947], [-1.414430, 5.618366, 3.681757], [-2.266699, 6.776527, 2.676467], [-1.197794, 5.482000, 0.642329], [-2.616354, 4.820390, 1.395297], [0.281936, 3.901192, 1.579275], [-1.120564, 3.004998, 1.044995], [-0.245188, 2.206393, 3.169970], [-0.483437, 3.746322, 3.944097], [-2.605421, 1.787964, 2.996578], [-2.993850, 3.486785, 3.175390], [-1.923680, 3.131802, 5.612872], [-3.612926, 2.876620, 5.249586], [-3.576789, 0.659079, 5.626902], [-2.218542, 1.089926, 6.638491], [-0.874956, 0.554364, 4.320198], [-2.255777, -0.481667, 4.083005], [-1.571350, -1.043811, 6.727445], [-0.004313, -0.741835, 5.982672], [-2.060145, -2.676231, 4.839954], [-0.851457, -3.144087, 6.003964], [-0.593374, -3.294817, 3.251596], [0.704217, -3.454369, 4.407921], [1.574748, -0.122645, 3.893949], [2.911326, -1.756955, 1.008399], [0.609710, 0.281909, 1.053697], [-0.968587, -0.065099, 1.781260], [-1.565433, -1.133433, -1.814430], [-1.178206, 0.299047, -0.862261], [-2.957055, -0.956773, 0.850169], [-3.612612, -1.466765, -0.699474], [-3.460461, 0.259471, -0.327159], [0.299310, -5.728722, 2.168593], [1.111019, -6.406463, 1.360664], [0.852925, -7.823204, 1.019303], [1.588602, -8.454899, 0.287339], [-0.354461, -8.464534, 1.607209], [-1.170218, -7.793629, 2.413588], [-0.907646, -6.370458, 2.763022], [-1.654911, -5.761720, 3.499147], [0.467772, -4.691478, 2.424979], [1.989380, -5.955587, 0.915792], [-0.518997, -9.500073, 1.335694], [-2.055014, -8.236307, 2.854520], [4.626700, 0.800359, -2.440005], [5.662579, 0.416160, -3.178255], [6.065685, -1.008691, -3.245067], [6.995391, -1.364151, -3.943487], [5.282535, -1.984621, -2.454743], [4.241920, -1.609725, -1.716105], [3.827872, -0.180555, -1.653916], [2.877930, 0.177170, -0.997348], [4.303508, 1.831743, -2.374479], [6.252930, 1.105589, -3.768325], [5.603823, -3.016929, -2.521876], [3.655729, -2.309044, -1.130637], [-0.979189, -1.694577, -5.656182], [-0.897237, -0.527725, -6.287653], [-0.207783, 0.638758, -5.672692], [-0.139876, 1.698256, -6.260258], [0.384094, 0.455275, -4.325732], [0.306251, -0.710850, -3.690129], [-0.379357, -1.878631, -4.308367], [-0.441758, -2.933321, -3.719315], [-1.476400, -2.559065, -6.078463], [-1.322497, -0.361239, -7.269505], [0.872626, 1.321844, -3.898545], [0.719499, -0.877718, -2.699947], [5.729206, -3.710619, -5.814399], [6.076276, -4.970891, -6.062420], [5.094070, -5.957088, -6.577612], [5.412351, -7.102344, -6.816818], [3.699782, -5.488266, -6.792312], [3.347313, -4.231857, -6.538207], [4.335367, -3.243392, -6.032076], [4.011346, -2.098057, -5.799877], [6.422417, -2.974382, -5.428265], [7.081756, -5.340399, -5.905107], [3.002163, -6.229946, -7.160070], [2.338363, -3.865220, -6.679687], [-3.436658, 9.935522, 0.538869], [-2.968133, 8.738102, 0.200062], [-3.836352, 7.729989, -0.464105], [-3.407780, 6.640631, -0.767777], [-5.249050, 8.109526, -0.729228], [-5.715252, 9.307851, -0.391166], [-4.845731, 10.316954, 0.267035], [-5.272676, 11.410413, 0.570806], [-2.827856, 10.686734, 1.025733], [-1.947947, 8.429348, 0.390988], [-5.859719, 7.355087, -1.208776], [-6.738457, 9.611309, -0.572943]],
  "atomic_forces_ev_per_a": [[0.0, 0.1, 0.0], [0.0, 0.1, -0.1], [0.1, -0.1, 0.0], [0.0, 0.0, 0.2], [-0.2, -0.1, -0.1], [0.1, 0.0, 0.1], [0.0, 0.0, 0.0], [0.0, 0.0, -0.2], [0.1, -0.1, 0.0], [0.0, -0.1, 0.1], [-0.1, 0.2, 0.2], [0.0, 0.3, 0.0], [0.2, -0.3, 0.1], [0.1, 0.1, -0.1], [-0.1, -0.1, -0.1], [0.0, 0.1, -0.1], [0.0, 0.0, 0.1], [0.0, -0.1, 0.1], [0.0, 0.0, -0.1], [0.1, 0.0, 0.0], [-0.2, 0.0, 0.0], [0.1, 0.0, 0.1], [-0.1, 0.0, 0.0], [0.1, 0.0, 0.0], [0.0, -0.1, 0.1], [0.0, 0.0, -0.1], [0.0, 0.1, 0.0], [0.0, -0.1, 0.1], [0.0, -0.1, -0.1], [0.1, 0.0, 0.1], [0.1, -0.1, 0.1], [-0.1, 0.1, -0.1], [0.1, 0.0, 0.0], [0.0, 0.1, 0.0], [0.0, 0.0, -0.1], [-0.1, 0.0, 0.1], [0.0, 0.1, 0.1], [0.0, 0.0, 0.0], [0.0, 0.0, 0.1], [0.0, 0.0, -0.1], [0.0, 0.0, 0.0], [-0.1, 0.2, 0.0], [-0.1, 0.0, 0.0], [0.0, 0.0, 0.1], [-0.1, 0.0, 0.1], [0.0, -0.1, 0.0], [0.0, 0.1, 0.0], [0.0, 0.0, 0.0], [0.0, -0.1, -0.1], [-0.1, -0.1, 0.0], [0.0, -0.1, 0.0], [0.0, 0.0, 0.0], [0.0, 0.0, 0.0], [0.0, 0.0, 0.0], [0.0, 0.0, 0.0], [0.1, 0.2, 0.0], [0.0, -0.2, -0.1], [0.1, 0.0, -0.1], [0.0, 0.1, 0.0], [0.0, 0.0, 0.0], [0.0, 0.0, 0.0], [0.0, 0.0, 0.0], [0.0, 0.0, 0.0], [-0.1, 0.0, -0.1], [0.1, 0.0, 0.0], [0.0, 0.0, 0.0], [0.0, 0.0, 0.1], [0.1, -0.1, 0.0], [-0.1, 0.1, 0.0], [0.0, 0.0, 0.0], [0.0, 0.0, 0.0], [0.0, 0.0, 0.0], [0.0, 0.0, 0.0], [0.0, 0.0, 0.0], [0.0, 0.0, 0.0], [0.0, 0.0, 0.1], [0.0, 0.0, 0.0], [0.0, 0.0, 0.0], [0.0, 0.0, 0.0], [0.2, 0.2, 0.2], [-0.1, -0.2, -0.2], [0.0, 0.0, 0.0], [0.0, 0.0, 0.0], [0.0, 0.0, 0.0], [0.0, 0.0, 0.0], [0.0, 0.0, 0.0], [0.0, 0.0, 0.0], [0.0, 0.0, 0.0], [0.0, 0.0, 0.0], [0.0, 0.0, 0.0], [0.0, 0.0, 0.0], [0.0, 0.0, 0.0], [0.0, 0.0, 0.0], [0.0, 0.0, 0.0], [0.0, 0.0, 0.0], [0.0, 0.0, 0.0], [0.0, 0.0, 0.0], [0.0, 0.0, 0.0], [0.0, 0.0, 0.0], [0.0, 0.0, 0.1], [0.0, 0.0, -0.1], [0.0, 0.0, 0.0], [0.0, 0.0, 0.0], [0.0, 0.0, 0.0], [0.0, 0.0, 0.0], [0.0, 0.0, 0.0], [0.0, 0.0, 0.0], [0.0, 0.0, 0.0], [0.0, 0.0, 0.0]],
  "multiplicity": 1,
  "total_charge": -1
}

{
  "formula": "CH5N3",
  "method": "ωB97M-V/def2-TZVPD",
  "species": ["C", "N", "N", "N", "H", "H", "H", "H", "H"],
  "xyz": [[-0.624127, -1.007360, -1.529113], [0.166063, -0.446063, -2.333334], [1.479186, -0.250011, 0.708995], [1.553602, 0.471618, 1.511602], [-1.107503, 1.880579, 3.047262], [-0.727990, -1.200953, -0.482564], [-1.275070, -1.552045, -2.189991], [-0.372832, 1.997958, 3.178185], [0.908671, 0.106276, -1.911042]],
  "atomic_forces_ev_per_a": [[-0.5, -1.2, -2.6], [1.0, 1.2, 0.6], [0.0, -0.8, -0.9], [0.1, 0.8, 0.9], [0.5, 0.1, 0.1], [0.5, 0.7, 0.9], [-1.3, -0.7, 0.7], [-0.5, -0.1, -0.1], [0.2, 0.0, 0.4]],
  "multiplicity": 1,
  "relative_energy_ev": 1.882,
  "smiles": "[H][H].C=N.N#N"
}

{
  "formula": "C3H4N2O3",
  "method": "ωB97M-V/def2-TZVPD",
  "species": ["C", "C", "C", "N", "N", "O", "O", "O", "H", "H", "H", "H"],
  "xyz": [[0.627256, -1.063892, 0.171451], [-1.495679, 0.491897, 0.195097], [0.678342, 0.353763, 0.178114], [-0.447452, -1.662812, -0.131058], [-1.501313, -0.758183, -0.344326], [-2.263029, 1.360183, 0.352336], [0.591588, 1.002143, -1.045770], [1.602849, 0.805724, 1.090393], [1.629800, -1.624010, 0.440558], [-2.331814, -1.297342, -0.356102], [1.284952, 0.605573, -1.642757], [1.624501, 1.786958, 1.092062]],
  "atomic_forces_ev_per_a": [[2.7, -1.7, 0.2], [4.3, -0.9, 0.8], [-3.0, 1.8, 0.9], [-0.5, 0.4, 0.0], [0.1, -0.8, -0.1], [-0.7, 0.3, -0.2], [1.8, -0.5, -0.9], [-0.2, 1.0, -0.5], [-2.4, 0.7, -0.5], [-1.2, -0.2, -0.2], [-0.8, 0.7, 0.6], [-0.1, -0.8, -0.1]],
  "multiplicity": 1,
  "relative_energy_ev": 3.860
}

| no. | molar mass (u) | LUMO energy (Ha) | gap between HOMO and LUMO (eV) |
| --- | --- | --- | --- |
| 1 | 73.095 | 0.031 | 10.10 |
| 2 | 832.006 | -0.012 | 4.62 |
| 3 | 59.072 | 0.050 | 11.40 |
| 4 | 116.076 | 0.017 | 8.74 |